Record 1
Computed, not measured: an isolated molecule of C20H26N4O5S, with the ωB97M-V functional and the def2-TZVPD basis.

Its SMILES is COC[C@@H](C)NS(=O)(=O)c1ccc(NC(=O)[C@H](Cc2ccccc2)NC(N)=O)cc1. Its spin multiplicity is 1. The gap between HOMO and LUMO is 0.3508 Eh. The value obtained for the HOMO energy is -8.95 eV. For the total energy, the calculation gives -48196.37328 eV. For the energy relative to the best compared isomer or geometry (same formula, charge and spin), the calculation gives 53.04 kJ/mol.

Geometry as XYZ:
```
56
C20H26N4O5S | the Open Molecules 2025 dataset | the ωB97M-V functional and the def2-TZVPD basis
C 1.67 -6.11 -5.98
O 2.24 -5.34 -4.96
C 1.56 -4.13 -4.73
C 2.16 -3.43 -3.51
N 1.42 -2.22 -3.20
S -0.16 -2.43 -2.66
O -1.08 -2.17 -3.74
O -0.24 -3.68 -1.98
C -0.26 -1.10 -1.48
C -0.89 0.09 -1.80
C -0.93 1.12 -0.89
C -0.33 0.96 0.36
C 0.30 -0.24 0.68
C 0.34 -1.27 -0.24
H 0.81 -2.21 -0.02
H 0.76 -0.36 1.65
N -0.35 1.96 1.34
C -1.08 3.11 1.37
O -1.72 3.56 0.45
C -1.04 3.80 2.74
N -1.41 5.18 2.57
C -0.60 6.17 3.04
O 0.35 5.96 3.77
N -0.99 7.43 2.67
H -1.66 7.58 1.94
H -0.39 8.19 2.93
H -2.05 5.35 1.81
C -2.02 3.08 3.70
C -1.62 1.65 3.93
C -2.28 0.61 3.29
C -1.86 -0.70 3.45
C -0.78 -0.99 4.26
C -0.12 0.04 4.92
C -0.54 1.35 4.75
H -0.02 2.15 5.26
H 0.72 -0.18 5.56
H -0.45 -2.01 4.39
H -2.38 -1.50 2.94
H -3.13 0.82 2.65
H -3.02 3.13 3.27
H -2.01 3.63 4.64
H -0.03 3.78 3.16
H 0.12 1.70 2.20
H -1.43 2.05 -1.12
H -1.36 0.18 -2.77
H 1.42 -1.56 -3.97
C 3.63 -3.10 -3.72
H 3.75 -2.42 -4.56
H 4.05 -2.64 -2.83
H 4.17 -4.02 -3.94
H 2.04 -4.08 -2.65
H 1.64 -3.48 -5.62
H 0.49 -4.32 -4.54
H 1.69 -5.57 -6.94
H 0.63 -6.37 -5.75
H 2.27 -7.01 -6.06
```

Record 2
Computed, not measured: the ion C3H4N with charge +1 at a distorted geometry, with the ωB97M-V functional and the def2-TZVPD basis.

The total charge is +1. Its SMILES is C#[N+]C=C. Its spin multiplicity is 1. The gap between HOMO and LUMO is 0.4229 Eh. The value obtained for the HOMO energy is -16.53 eV. For the total energy, the calculation gives -4655.57853 eV. For the energy relative to the best compared isomer or geometry (same formula, charge and spin), the calculation gives 38.65 kJ/mol.

Geometry as XYZ:
```
8
C3H4N | the Open Molecules 2025 dataset | the ωB97M-V functional and the def2-TZVPD basis
C -1.98 0.29 -0.01
C 1.34 0.34 -0.05
C 0.55 -0.65 0.19
N -1.00 -0.27 0.10
H -2.92 0.65 -0.21
H 2.38 0.15 -0.18
H 0.86 1.20 -0.30
H 0.77 -1.71 0.45
```

Record 3
Computed, not measured: a cluster of 4 separate species, C12H22FNO9S2 in total at a distorted geometry, with the ωB97M-V functional and the def2-TZVPD basis.

The total charge is -1. Its expectation value of S² is 0.753. Its spin multiplicity is 2. The gap between HOMO and LUMO (alpha / beta) is 0.1193 / 0.2642 Eh. The value obtained for the HOMO energy (alpha / beta) is -0.68 / -4.63 eV. For the total energy, the calculation gives -57100.98022 eV.

Geometry as XYZ:
```
47
C12H22FNO9S2 | the Open Molecules 2025 dataset | the ωB97M-V functional and the def2-TZVPD basis
C 6.78 8.63 -5.87
N 8.17 8.27 -6.18
O 8.62 7.21 -5.77
O 8.85 9.03 -6.80
H 6.46 9.23 -6.72
H 6.79 9.40 -5.09
H 6.17 7.74 -5.72
C 9.61 3.44 -7.14
C 9.25 3.78 -8.66
C 7.79 3.55 -8.80
S 6.92 4.21 -7.36
O 5.91 3.25 -7.04
O 6.59 5.61 -7.53
C 8.39 3.82 -6.23
H 10.52 3.98 -6.87
H 9.61 2.35 -7.12
H 9.73 3.09 -9.36
H 9.61 4.78 -8.90
H 7.62 2.47 -8.86
H 7.33 3.82 -9.76
H 8.11 3.02 -5.54
H 8.60 4.76 -5.72
C 11.56 8.01 -9.05
C 10.14 7.96 -9.76
C 10.38 7.53 -11.22
S 11.72 8.56 -11.76
O 11.27 9.74 -12.49
O 12.78 7.76 -12.46
C 12.31 8.96 -10.04
H 12.07 7.04 -8.99
H 11.44 8.49 -8.08
H 9.36 8.70 -9.60
H 9.67 7.02 -9.46
H 9.51 7.75 -11.84
H 10.65 6.47 -11.18
H 11.99 9.94 -9.68
H 13.40 9.00 -9.95
C 8.68 13.38 -7.20
C 9.07 12.16 -7.95
O 10.13 11.67 -7.28
C 10.50 12.58 -6.22
O 11.54 12.47 -5.52
O 9.51 13.48 -6.09
F 9.39 12.46 -9.29
H 7.61 13.33 -7.04
H 8.63 14.37 -7.66
H 8.27 11.42 -7.89
```

Record 4
Computed, not measured: a cluster of 3 separate species, C35H23IO8 in total at a distorted geometry, with the ωB97M-V functional and the def2-TZVPD basis.

Its SMILES is O=C1c2ccccc2C(=O)c2ccccc21.O=C1c2ccccc2C(=O)c2ccccc21.CCOCC1=C(I)C(=O)OC1=O. Its spin multiplicity is 1. The gap between HOMO and LUMO is 0.3208 Eh. The value obtained for the HOMO energy is -9.67 eV. For the total energy, the calculation gives -61148.60340 eV.

Geometry as XYZ:
```
67
C35H23IO8 | the Open Molecules 2025 dataset | the ωB97M-V functional and the def2-TZVPD basis
C 0.46 3.61 2.28
C -0.26 2.26 2.10
O 0.22 1.20 2.92
C 1.62 1.13 3.01
C 2.37 1.02 1.69
C 3.68 1.14 1.65
I 5.02 1.50 3.25
C 4.14 0.92 0.21
O 5.17 0.66 -0.21
O 2.97 1.11 -0.50
C 1.89 0.71 0.27
O 0.93 0.24 -0.13
H -0.20 4.37 1.84
H 1.41 3.64 1.73
H 0.65 3.86 3.33
H -1.30 2.41 2.40
H -0.28 2.02 1.03
H 2.06 1.93 3.62
H 1.84 0.21 3.57
C 3.37 4.17 -8.13
C 2.33 3.84 -8.99
C 1.35 2.95 -8.59
C 1.41 2.38 -7.32
C 2.46 2.70 -6.46
C 3.44 3.60 -6.87
C 2.57 2.06 -5.12
O 3.48 2.34 -4.37
C 1.53 1.07 -4.72
C 1.64 0.43 -3.49
C 0.67 -0.49 -3.10
C -0.41 -0.75 -3.93
C -0.53 -0.11 -5.16
C 0.45 0.79 -5.56
C 0.33 1.44 -6.89
O -0.61 1.21 -7.62
H 4.14 4.87 -8.44
H 2.29 4.28 -9.98
H 0.54 2.70 -9.26
H 4.25 3.86 -6.20
H 2.48 0.63 -2.85
H 0.76 -0.99 -2.15
H -1.17 -1.46 -3.62
H -1.37 -0.32 -5.80
C -4.80 -2.16 7.64
C -4.78 -3.55 7.78
C -4.10 -4.33 6.85
C -3.45 -3.73 5.78
C -3.50 -2.34 5.63
C -4.17 -1.56 6.56
C -2.86 -1.68 4.46
O -2.89 -0.47 4.32
C -2.17 -2.54 3.45
C -1.62 -1.95 2.32
C -0.97 -2.73 1.38
C -0.86 -4.11 1.57
C -1.42 -4.70 2.69
C -2.09 -3.92 3.63
C -2.71 -4.57 4.81
O -2.63 -5.77 4.97
H -5.33 -1.55 8.36
H -5.28 -4.02 8.61
H -4.07 -5.40 6.97
H -4.19 -0.48 6.45
H -1.69 -0.88 2.17
H -0.54 -2.27 0.50
H -0.35 -4.71 0.83
H -1.35 -5.77 2.83
```

Record 5
Computed, not measured: a cluster of 2 separate species, CH5IN2 in total at a distorted geometry, with the ωB97M-V functional and the def2-TZVPD basis.

Its spin multiplicity is 1. The gap between HOMO and LUMO (alpha / beta) is 0.3154 / 0.2734 Eh. The value obtained for the HOMO energy (alpha / beta) is -8.08 / -7.38 eV. For the total energy, the calculation gives -12194.23731 eV. For the energy relative to the best compared isomer or geometry (same formula, charge and spin), the calculation gives 322.56 kJ/mol.

Geometry as XYZ:
```
9
CH5IN2 | the Open Molecules 2025 dataset | the ωB97M-V functional and the def2-TZVPD basis
C -1.17 -1.24 -0.57
N 1.13 0.97 0.71
N -0.18 0.96 0.87
I 0.78 -1.64 -1.11
H -1.75 -2.09 -0.35
H -1.65 -0.61 -1.22
H 1.69 0.21 1.26
H 1.71 1.67 0.09
H -0.56 1.78 0.33
```

Record 6
Computed, not measured: a structure of composition C11H19NRuS7 at a distorted geometry, with the ωB97M-V functional and the def2-TZVPD basis.

The total charge is +1. Its expectation value of S² is 8.779. Its spin multiplicity is 6. The gap between HOMO and LUMO (alpha / beta) is 0.1983 / 0.1943 Eh. The value obtained for the HOMO energy (alpha / beta) is -8.56 / -11.42 eV. For the total energy, the calculation gives -91623.85002 eV.

Geometry as XYZ:
```
39
C11H19NRuS7 | the Open Molecules 2025 dataset | the ωB97M-V functional and the def2-TZVPD basis
Ru -0.93 -0.04 -0.07
S -0.76 -2.38 -0.42
S -0.84 2.32 -0.32
C 0.39 -3.13 0.76
C 0.24 -2.44 -1.94
C 1.06 -1.19 -2.21
N 0.20 0.00 -1.98
C 0.94 1.27 -2.22
C 0.01 2.44 -1.93
H -0.48 -2.62 -2.75
H 0.89 -3.32 -1.86
H 1.38 -1.17 -3.26
H 1.94 -1.12 -1.57
H 1.25 1.28 -3.27
H 1.84 1.28 -1.59
H -0.79 2.51 -2.68
H 0.56 3.38 -1.92
C 0.43 3.07 0.75
H -0.51 -0.03 -2.73
H 1.36 2.49 0.73
H 0.01 3.08 1.76
H 0.58 4.10 0.38
H -0.09 -3.09 1.74
H 1.34 -2.58 0.79
H 0.53 -4.17 0.44
C -2.88 -0.05 -0.05
C -2.37 -0.03 -1.42
H -3.37 0.87 0.28
H -3.38 -0.98 0.24
H -2.57 0.88 -2.02
H -2.55 -0.93 -2.03
S 2.06 0.20 6.86
C 1.43 0.13 5.37
S 2.41 0.14 3.91
C 1.15 0.03 2.70
C -0.14 -0.02 3.22
S -1.53 -0.18 2.29
S -0.27 0.02 4.98
S 1.46 -0.03 1.02
```

Copy entry 5 word for word.
Computed, not measured: a cluster of 2 separate species, CH5IN2 in total at a distorted geometry, with the ωB97M-V functional and the def2-TZVPD basis.

Its spin multiplicity is 1. The gap between HOMO and LUMO (alpha / beta) is 0.3154 / 0.2734 Eh. The value obtained for the HOMO energy (alpha / beta) is -8.08 / -7.38 eV. For the total energy, the calculation gives -12194.23731 eV. For the energy relative to the best compared isomer or geometry (same formula, charge and spin), the calculation gives 322.56 kJ/mol.

Geometry as XYZ:
```
9
CH5IN2 | the Open Molecules 2025 dataset | the ωB97M-V functional and the def2-TZVPD basis
C -1.17 -1.24 -0.57
N 1.13 0.97 0.71
N -0.18 0.96 0.87
I 0.78 -1.64 -1.11
H -1.75 -2.09 -0.35
H -1.65 -0.61 -1.22
H 1.69 0.21 1.26
H 1.71 1.67 0.09
H -0.56 1.78 0.33
```

Question: Among the records above, which one has the highest total energy?
Answer: C3H4N

Question: Which formula does entry 5 have?
Answer: CH5IN2